Density functional theory data (ωB97M-V/def2-TZVPD) for a structure of composition C44H39LaO4P2S in a non-equilibrium geometry.

Geometry (Å):
La 0.334 1.603 -0.685
S -3.143 0.709 -0.678
P 1.288 -0.546 -2.238
P 0.495 1.417 2.307
O -3.297 0.897 -2.103
O -3.775 1.576 0.275
O -0.723 -2.112 0.876
O -1.606 0.726 -0.367
C -1.510 4.888 1.280
C 0.271 -1.981 -2.761
C 1.004 0.778 -3.512
C 4.024 -0.516 -1.621
C -0.226 0.309 3.586
C -0.686 3.769 1.265
C 5.353 -0.910 -1.750
C -0.125 -1.034 5.620
C -1.238 -4.235 -3.476
C 0.374 -3.175 -2.024
C -4.538 -5.042 0.650
C 1.944 1.075 -4.516
C -0.369 -4.296 -2.384
C 0.492 -0.177 4.699
C -2.176 5.255 2.449
C 3.653 3.338 4.179
C -2.049 4.462 3.595
C 3.022 -1.099 -2.427
C -1.384 -3.041 -4.186
C 3.382 -2.093 -3.353
C 0.046 -1.295 0.598
C -1.559 -0.115 3.410
C -4.320 -2.636 1.302
C -1.257 3.308 3.579
C -2.166 -0.971 4.327
C -0.479 2.492 -4.431
C -3.536 -0.980 -0.271
C -0.642 -1.912 -3.830
C -1.455 -1.423 5.443
C -3.608 -3.304 -0.909
C -0.226 1.501 -3.472
C 4.728 2.485 3.909
C -4.143 -3.632 0.338
C 2.157 1.877 2.942
C -4.022 -1.309 1.001
C -0.562 2.944 2.410
C 3.255 1.045 2.635
C 4.722 -2.483 -3.480
C 5.708 -1.893 -2.684
C 4.528 1.345 3.118
C 0.438 2.729 -5.452
C -3.276 -1.988 -1.201
C 2.376 3.050 3.683
C 1.649 2.029 -5.489
H -1.605 5.461 0.355
H 6.112 -0.453 -1.116
H -2.132 0.242 2.551
H -2.802 -1.736 -2.147
H -2.096 -2.983 -5.011
H -0.062 3.669 0.341
H 5.725 2.717 4.288
H 1.552 3.740 3.872
H 2.618 -2.568 -3.972
H -2.578 4.754 4.505
H 3.751 0.253 -0.892
H -1.408 3.066 -4.364
H -0.279 -5.213 -1.798
H -4.335 -5.685 -0.210
H -1.186 2.687 4.476
H 2.900 0.548 -4.540
H 1.058 -3.231 -1.174
H -1.927 -2.104 6.150
H 5.366 0.692 2.870
H 0.216 3.473 -6.220
H 0.876 4.746 -1.822
H 1.615 4.662 -1.660
H -0.774 -0.979 -4.380
H 4.994 -3.258 -4.198
H 0.442 -1.415 6.471
H 2.366 2.236 -6.287
H 3.815 4.241 4.770
H -3.192 -1.300 4.155
H -3.977 -5.397 1.521
H 3.101 0.168 2.004
H -5.608 -5.071 0.886
H -2.793 6.152 2.455
H -4.712 -2.907 2.290
H -1.042 1.226 -2.771
H 6.748 -2.204 -2.776
H -4.133 -0.533 1.755
H -3.466 -4.097 -1.651
H 1.535 0.107 4.852
H -1.824 -5.111 -3.754

HOMO-LUMO gap   7.3 eV
Charge   +2
E_HOMO   -13.509 eV
E_tot   -3113.03822 Eh

Density functional theory data (ωB97M-V/def2-TZVPD) for a structure of composition C44H40BrIrN3O3P2S in a non-equilibrium geometry.

Geometry (Å):
Ir 12.899 12.854 12.688
Br 12.202 19.149 11.043
S 16.679 11.492 18.556
P 15.083 12.546 12.812
P 13.521 12.234 14.925
O 12.761 13.817 10.945
O 10.556 13.729 12.619
O 10.919 12.459 8.474
N 15.168 12.252 14.468
N 10.207 10.462 10.396
N 11.785 11.163 11.701
C 9.089 14.874 11.090
C 8.539 15.002 9.782
C 17.998 15.393 12.451
C 16.503 12.969 16.355
C 16.083 13.936 12.267
C 14.102 8.600 16.309
C 11.439 9.828 12.081
C 12.723 16.626 7.799
C 13.780 9.663 15.503
C 17.327 11.320 11.762
C 10.892 14.800 16.464
C 11.731 13.712 16.401
C 10.980 11.460 10.678
C 17.220 14.357 12.943
C 12.977 13.728 15.783
C 17.567 9.123 11.000
C 12.201 17.701 9.842
C 13.552 10.911 16.106
C 14.196 8.725 17.724
C 12.118 15.434 8.231
C 17.493 16.093 11.325
C 15.386 9.906 11.687
C 13.459 14.950 15.317
C 12.699 17.776 8.561
C 17.441 12.652 17.520
C 11.424 14.063 10.398
C 10.847 12.689 9.853
C 10.486 9.406 11.205
C 9.056 14.201 8.744
C 11.624 15.329 9.551
C 18.170 10.336 11.288
C 9.637 12.897 8.985
C 11.305 15.928 15.782
C 16.308 11.877 15.296
C 11.647 16.453 10.358
C 15.684 14.518 11.035
C 12.636 16.065 15.220
C 17.566 11.625 20.064
C 10.329 14.245 11.475
C 15.964 11.173 12.027
C 13.511 11.004 17.495
C 13.929 9.917 18.281
C 16.423 15.582 10.599
C 16.222 8.895 11.176
H 14.013 10.002 19.349
H 16.121 16.031 9.668
H 18.548 11.257 20.046
H 8.890 12.128 8.818
H 13.517 11.998 17.916
H 9.628 10.474 9.570
H 14.808 14.226 10.473
H 17.734 12.236 12.143
H 15.833 7.956 10.985
H 11.238 16.349 11.345
H 14.524 14.955 14.877
H 14.322 9.729 11.951
H 12.995 18.724 8.190
H 14.523 7.933 18.387
H 10.675 16.820 15.612
H 16.810 13.913 15.882
H 7.875 15.858 9.565
H 19.213 10.487 11.135
H 8.543 15.376 11.832
H 8.648 14.298 7.748
H 15.586 13.270 16.760
H 18.868 15.760 12.906
H 12.064 14.602 7.531
H 9.891 14.851 16.852
H 9.940 8.487 11.180
H 13.066 16.638 6.769
H 17.454 13.854 13.851
H 11.356 12.741 16.795
H 17.264 11.685 14.713
H 18.444 12.439 17.189
H 18.195 8.336 10.591
H 12.936 16.914 14.644
H 18.020 16.956 10.916
H 17.696 12.641 20.423
H 16.972 11.062 20.788
H 16.135 10.921 15.798
H 14.262 7.589 15.889
H 13.599 9.536 14.441
H 11.918 9.424 12.989
H 17.523 13.527 18.106

Spin multiplicity   5
HOMO-LUMO gap (alpha / beta)   5.2 / 6.0 eV
Charge   +1
<S²>   6.06
E_HOMO (alpha / beta)   -7.691 / -10.330 eV
E_tot   -5849.48547 Eh
Relative energy (zero: lowest compared OMol25 entry of this formula, charge and spin)   415.1 kJ/mol